Entry 1:
Entry from the Open Molecules 2025 dataset: a single C3H4N2OS molecule in a non-equilibrium geometry (ωB97M-V/def2-TZVPD).

Last column: natural (NBO) charge in e.
Cartesian coordinates (Å):
C (-2.289, 1.452, -0.219)  -0.23
C (-1.636, -0.971, 0.059)  0.51
C (0.840, -0.651, 0.001)  -0.42
N (-0.812, 1.229, -0.167)  -0.21
N (-0.530, -0.129, -0.032)  -0.28
O (-1.629, -2.181, 0.074)  -0.60
S (-3.166, 0.038, 0.065)  0.33
H (-2.489, 2.316, -0.654)  0.22
H (0.679, -1.764, 0.171)  0.25
H (1.533, -0.349, -0.913)  0.22
H (1.351, -0.218, 0.785)  0.21

Results
- calculated total energy (eV) = -19036.641
- HOMO energy (eV) = -8.64
- max |F| (Eh/bohr) = 0.19920
- SMILES = Cn1ncsc1=O
- energy relative to the best compared isomer or geometry (same formula, charge and spin) (kcal/mol) = 55.5
- LUMO energy (eV) = 0.25
- spin multiplicity = 1

=====

Entry 2:
Entry from the Open Molecules 2025 dataset: a single C5H6N2O molecule in a non-equilibrium geometry (ωB97M-V/def2-TZVPD).

Last column: natural (NBO) charge in e.
Cartesian coordinates (Å):
C (-0.672, 0.308, 0.877)  0.46
C (1.500, -0.379, 0.694)  0.04
C (0.960, -0.263, -0.511)  0.06
C (-0.497, -0.285, -1.998)  -0.21
C (-0.387, 0.358, -0.427)  -0.24
H (-2.221, 1.087, 0.866)  0.36
H (-1.942, 1.363, 2.325)  0.38
H (2.426, -0.743, 1.066)  0.21
H (1.226, 0.056, -2.439)  0.37
H (-1.515, -0.779, -2.321)  0.24
H (-0.437, 0.626, -2.746)  0.18
N (-1.917, 0.535, 1.587)  -0.80
N (0.902, -0.743, -1.846)  -0.59
O (0.519, 0.178, 1.656)  -0.45

Results
- calculated total energy (eV) = -10304.467
- HOMO energy (eV) = -8.30
- max |F| (Eh/bohr) = 0.09948
- SMILES = Nc1occ2c1CN2
- energy relative to the best compared isomer or geometry (same formula, charge and spin) (kcal/mol) = 118.4
- LUMO energy (eV) = 0.71
- spin multiplicity = 1

=====

Entry 3:
Entry from the Open Molecules 2025 dataset: an isolated ion of composition C5H11O and charge -1 in a non-equilibrium geometry (ωB97M-V/def2-TZVPD).

Last column: natural (NBO) charge in e.
Cartesian coordinates (Å):
C (-1.765, 1.015, 0.269)  0.01
O (-2.950, 0.753, -0.296)  -0.95
C (-0.697, -0.161, 0.329)  -0.45
C (0.734, 0.423, 0.228)  -0.39
C (1.703, -0.471, -0.623)  -0.41
C (2.459, -1.507, 0.088)  -0.61
H (-1.289, 1.827, -0.373)  0.05
H (-1.767, 1.446, 1.296)  0.06
H (-0.841, -0.725, -0.587)  0.19
H (-0.707, -0.773, 1.246)  0.17
H (1.202, 0.588, 1.198)  0.17
H (0.630, 1.359, -0.309)  0.20
H (2.367, 0.270, -1.104)  0.18
H (1.164, -0.868, -1.488)  0.20
H (2.991, -1.204, 1.007)  0.19
H (3.279, -2.045, -0.408)  0.19
H (1.781, -2.299, 0.479)  0.20

Results
- total charge = -1
- calculated total energy (eV) = -7409.752
- HOMO energy (eV) = -1.95
- max |F| (Eh/bohr) = 0.06065
- SMILES = CCCCC[O-]
- energy relative to the best compared isomer or geometry (same formula, charge and spin) (kcal/mol) = 14.9
- LUMO energy (eV) = 3.72
- spin multiplicity = 1

=====

Entry 4:
Entry from the Open Molecules 2025 dataset: an isolated ion of composition C3H5N2 and charge +1 (ωB97M-V/def2-TZVPD).

Last column: natural (NBO) charge in e.
Cartesian coordinates (Å):
C (-1.114, -0.362, -0.071)  -0.04
C (-0.629, 0.504, 0.846)  -0.04
N (0.714, 0.644, 0.588)  -0.45
C (1.053, -0.103, -0.461)  0.26
N (-0.057, -0.704, -0.872)  -0.44
H (-2.110, -0.661, -0.348)  0.27
H (-1.140, 1.074, 1.592)  0.27
H (1.297, 1.209, 1.195)  0.46
H (2.049, -0.278, -0.823)  0.26
H (-0.064, -1.324, -1.647)  0.46

Results
- total charge = +1
- calculated total energy (eV) = -6165.852
- HOMO energy (eV) = -15.10
- max |F| (Eh/bohr) = 0.01769
- SMILES = c1c[nH+]c[nH]1
- energy relative to the best compared isomer or geometry (same formula, charge and spin) (kcal/mol) = 0.9
- LUMO energy (eV) = -3.57
- spin multiplicity = 1

=====

Q: Which formula does entry 2 have?
A: C5H6N2O